83
Properties=species:S:1:pos:R:3:mulliken_charge:R:1 method="wB97M-V/def2-TZVPD" relative_energy_kj_mol=322.7 lumo_energy_ha="0.01091 / 0.01095" largest_force_ev_per_a=0.7 gap_ha="0.268 / 0.236" multiplicity=3
V 1.223 -0.126 0.051 0.284
C -0.711 0.975 1.806 0.615
C 0.811 0.834 1.886 -0.594
C 1.428 1.743 0.929 -1.058
C 0.334 2.197 0.072 -0.724
C -0.831 1.644 0.448 -0.937
H -1.093 1.698 2.551 0.356
H 1.284 0.674 2.851 0.637
H 2.327 2.319 1.115 0.566
H 0.464 2.816 -0.806 0.423
H -1.778 1.749 -0.063 0.430
C 4.135 -4.503 1.288 -1.540
C 4.692 -3.080 1.421 2.203
C 5.026 -2.763 2.884 -1.514
C 5.920 -2.892 0.525 -1.776
C 3.645 -2.144 0.981 -0.470
N 2.802 -1.437 0.658 -0.306
H 4.905 -5.212 1.594 0.449
H 3.854 -4.720 0.258 0.393
H 3.263 -4.643 1.925 0.289
H 5.785 -3.464 3.233 0.421
H 4.145 -2.861 3.515 0.273
H 5.415 -1.750 2.986 0.408
H 6.700 -3.581 0.851 0.424
H 6.305 -1.875 0.594 0.395
H 5.683 -3.104 -0.516 0.393
C -0.507 1.053 -3.544 -1.022
Si -0.640 -0.719 -2.928 0.307
C -2.278 -0.922 -2.023 -0.564
C -0.744 -1.794 -4.478 -1.138
C 0.752 -1.199 -1.824 -0.843
H -1.345 1.305 -4.196 0.342
H 0.412 1.198 -4.113 0.293
H -0.504 1.757 -2.714 0.207
H -3.102 -0.481 -2.585 0.415
H -2.241 -0.456 -1.034 -0.176
H -2.505 -1.981 -1.884 0.276
H -1.593 -1.524 -5.109 0.288
H -0.849 -2.846 -4.206 0.267
H 0.163 -1.698 -5.077 0.297
H 1.669 -1.268 -2.435 0.549
H 0.544 -2.239 -1.519 0.233
C -0.383 -3.064 1.256 -2.047
C -0.659 -2.854 2.747 2.890
C 0.703 -2.512 3.365 -1.793
C -1.135 -4.174 3.361 -1.994
P -1.835 -1.348 2.899 0.021
N -1.497 -0.236 1.874 0.476
C -1.841 -0.779 4.705 2.240
C -3.008 0.200 4.895 -2.025
C -1.950 -1.880 5.765 -2.013
C -0.572 0.043 4.989 -1.638
C -3.587 -1.887 2.441 2.073
C -4.308 -2.763 3.470 -1.996
C -3.581 -2.609 1.088 -2.005
C -4.416 -0.615 2.214 -1.842
H 0.557 -3.602 1.125 0.487
H -0.319 -2.103 0.743 0.295
H -1.159 -3.623 0.744 0.269
H 1.394 -3.320 3.109 0.489
H 0.677 -2.447 4.450 0.238
H 1.105 -1.588 2.951 0.078
H -0.343 -4.919 3.235 0.494
H -2.021 -4.567 2.872 0.323
H -1.339 -4.095 4.427 0.303
H -3.978 -0.291 4.907 0.331
H -3.012 0.967 4.120 0.341
H -2.883 0.697 5.860 0.579
H -2.812 -2.528 5.623 0.292
H -2.057 -1.402 6.743 0.523
H -1.059 -2.501 5.811 0.323
H -0.518 0.929 4.361 0.301
H 0.352 -0.515 4.868 0.268
H -0.620 0.377 6.029 0.591
H -3.768 -3.678 3.706 0.281
H -5.273 -3.055 3.049 0.542
H -4.512 -2.235 4.399 0.315
H -3.187 -3.620 1.142 0.225
H -3.027 -2.043 0.343 0.174
H -4.616 -2.687 0.746 0.658
H -4.574 -0.034 3.119 0.346
H -5.397 -0.918 1.838 0.572
H -3.934 0.021 1.475 0.244